{
  "formula": "C2H4BrNS",
  "method": "the ωB97M-V functional and the def2-TZVPD basis",
  "symbols": ["C", "C", "N", "S", "Br", "H", "H", "H", "H"],
  "coordinates": [[-1.33596, 0.06542, 1.17508], [1.68780, -0.00906, -0.78891], [1.13654, -0.55116, 0.18694], [-2.46745, 0.75847, 0.22172], [-2.10304, -0.03192, 2.90448], [-1.60988, 0.54035, -0.87664], [2.34173, 0.81828, -0.76266], [1.76493, -0.34871, -1.88305], [0.58534, -1.24167, -0.17695]],
  "energy_ev": -84502.333,
  "homo_lumo_gap_ev": 8.35,
  "lumo_energy_ev": -0.340,
  "relative_energy_kj_mol": 348.5,
  "charge": 0
}